The following is a quantum chemistry calculation of a structure of composition C11H22N2O2Si, from the OMol25 dataset.

The total energy comes out at -981.71349 a.u. The energy above the lowest of the compared OMol25 structures with the same formula, charge and spin comes out at 447.1 kJ/mol. The lowest unoccupied orbital energy comes out at 0.8064 eV. The calculation puts the highest occupied orbital energy at -8.19 eV.

Structure (ORCA input):
```
! wB97M-V def2-TZVPD RIJCOSX def2/J DEFGRID3
* xyz 0 1
N 0.49662 1.55377 -0.10050
N -0.51421 -0.47306 -0.66991
O 1.66700 0.93704 -0.13276
O 0.34456 -0.60479 -1.68735
C 3.25479 -1.83935 0.17148
C 2.96233 -1.47507 -1.04841
C 0.03520 1.83313 1.09980
C -0.79097 -1.62935 -0.14967
C 0.88410 1.63999 2.29108
C -0.08568 -2.87816 -0.54637
C -2.15342 2.77879 -0.05908
C -3.20741 -1.22869 0.49684
C -1.31397 2.37576 1.22171
C -1.77487 -1.62753 0.95800
C 2.19002 1.21431 -2.88088
Si 1.88210 0.03673 -1.43581
H 3.39661 -2.91357 0.32934
H 3.05563 -1.26862 1.03878
H 3.09185 -2.11999 -1.83167
H 1.53014 2.47146 2.39850
H 1.63088 0.83510 2.03256
H 0.22916 1.46251 3.15943
H -0.87819 -3.59166 -0.89910
H 0.51028 -2.73081 -1.43291
H 0.45655 -3.26727 0.31656
H -3.14352 3.20226 0.18157
H -2.30728 1.79203 -0.52797
H -1.59701 3.45467 -0.68507
H -3.49991 -2.06791 -0.16048
H -3.06128 -0.36479 -0.11665
H -3.96061 -1.20003 1.25785
H -1.30169 3.29296 1.83439
H -1.88656 1.63476 1.80652
H -1.36449 -0.97554 1.76421
H -1.77811 -2.60319 1.50989
H 1.64861 1.00893 -3.76081
H 3.24122 1.09121 -3.19347
H 2.11151 2.24398 -2.54962
*
```

=====

The following is a quantum chemistry calculation of a structure of composition C6H8OS, from the OMol25 dataset.

The total energy comes out at -706.79210 a.u. The energy above the lowest of the compared OMol25 structures with the same formula, charge and spin comes out at 141.9 kJ/mol. The lowest unoccupied orbital energy comes out at 0.4308 eV. The calculation puts the highest occupied orbital energy at -9.08 eV.

Structure (ORCA input):
```
! wB97M-V def2-TZVPD RIJCOSX def2/J DEFGRID3
* xyz 0 1
C 0.95808 0.15648 1.84438
C 0.41066 0.13536 0.45721
C -0.70303 1.01311 -0.07352
C -0.40737 0.55026 -1.43693
C -0.62571 -0.95844 -1.40597
C 0.12391 -1.25340 -0.11966
H 1.31186 1.19677 2.15093
H -0.03770 0.16746 2.53660
H 1.73239 -0.64130 2.25587
H -1.68332 0.80387 0.29986
H -0.39622 2.09785 0.02766
H -0.82708 1.12645 -2.29057
H -0.02932 -1.37099 -2.20782
H -1.65273 -1.29247 -1.23012
O 0.40786 -2.37857 0.33641
S 1.41773 0.64755 -1.14433
*
```